# 1
Formula: C45H74N4O3ReSSi4
Source: OMol25
Level of theory: wB97M-V/def2-TZVPD

Calculated values
HOMO level (spin up / spin down): -6.60 / -7.04 eV
DFT total energy: -3838.32066 Ha
total charge: 0
spin multiplicity: 4

Cartesian coordinates (Å):
Re: -0.84827 0.13063 0.80191
N: -5.11017 -1.26517 1.45613
C: -3.86786 -0.74927 1.64469
S: -2.52958 -1.67440 1.07555
N: -3.72698 0.38774 2.24858
N: -2.45137 0.82494 2.38594
C: -2.21260 1.50427 3.46496
C: -0.92135 1.67242 4.03306
C: -0.74933 2.53081 5.12571
C: 0.39921 2.51181 5.87644
C: 1.38400 1.56661 5.58330
C: 1.23930 0.69274 4.53803
C: 0.11667 0.74574 3.67750
O: 0.04592 -0.05539 2.68647
H: -5.15336 -2.25011 1.25835
H: -5.86168 -0.87430 2.00359
H: -3.07154 1.80923 4.06326
H: -1.55622 3.20378 5.37602
H: 0.52822 3.19598 6.70184
H: 2.28120 1.52936 6.18391
H: 2.00547 -0.03567 4.31706
C: 6.72902 -1.92402 0.19066
C: 5.32961 -2.52133 0.00389
C: 5.24162 -3.04046 -1.43663
C: 5.15384 -3.68664 0.98806
C: 4.21943 -1.51012 0.25799
C: 2.90776 -1.81582 -0.03986
C: 1.87904 -0.90149 0.23054
N: 0.56939 -1.11140 -0.01071
C: -0.00544 -2.21474 -0.58369
C: 0.31307 -3.54170 -0.31602
C: -0.42221 -4.56303 -0.89590
C: -1.38021 -4.20870 -1.83397
C: -1.78370 -2.90521 -2.09893
C: -1.14474 -1.86030 -1.40026
O: -1.49005 -0.59786 -1.37560
C: -2.88845 -2.76885 -3.13993
C: -4.09356 -3.65373 -2.78835
C: -3.42191 -1.35080 -3.26245
C: -2.28806 -3.20120 -4.48376
C: -0.26363 -5.99687 -0.41314
C: -0.68152 -6.02300 1.06575
C: -1.15366 -6.97793 -1.18307
C: 1.18644 -6.47212 -0.56306
C: 2.18594 0.42585 0.72632
O: 1.21258 1.28761 0.76459
C: 3.53379 0.70436 1.08515
C: 4.48627 -0.26604 0.83130
C: 4.01371 2.05653 1.60901
C: 3.07932 2.61826 2.67991
C: 4.05066 3.01361 0.41608
C: 5.41167 2.00761 2.24440
H: 7.48146 -2.67458 -0.04255
H: 6.89737 -1.60005 1.21449
H: 6.87977 -1.08016 -0.47882
H: 6.06606 -3.72060 -1.64054
H: 5.29815 -2.20870 -2.13550
H: 4.31296 -3.57415 -1.61396
H: 5.92226 -4.44129 0.83250
H: 4.18215 -4.15550 0.85722
H: 5.22335 -3.32898 2.01346
H: 2.65336 -2.75562 -0.50179
H: 1.07772 -3.76326 0.41335
H: -1.89229 -4.99457 -2.35937
H: -4.44062 -3.41515 -1.78627
H: -3.85996 -4.71295 -2.83306
H: -4.90829 -3.45543 -3.48282
H: -3.94631 -1.09285 -2.34933
H: -4.10983 -1.28164 -4.10491
H: -2.61231 -0.65288 -3.40184
H: -1.92803 -4.22646 -4.44346
H: -1.44657 -2.55797 -4.72658
H: -3.02653 -3.12352 -5.27786
H: -1.71133 -5.68477 1.16851
H: -0.05631 -5.36268 1.66084
H: -0.60120 -7.02965 1.47187
H: -2.20626 -6.72681 -1.07414
H: -1.00987 -7.98497 -0.79602
H: -0.89543 -6.98648 -2.23988
H: 1.86471 -5.89934 0.06355
H: 1.50564 -6.37530 -1.59933
H: 1.26536 -7.51913 -0.27465
H: 5.50773 -0.03418 1.06112
H: 2.04302 2.46364 2.40323
H: 3.25677 3.68493 2.80823
H: 3.26717 2.12436 3.62890
H: 3.03642 3.21773 0.10313
H: 4.59508 2.56466 -0.41093
H: 4.53767 3.94573 0.69002
H: 5.47904 1.22027 2.99249
H: 5.59683 2.95756 2.74160
H: 6.19944 1.86967 1.50932
C: -4.14990 1.59400 -2.15613
Si: -2.48008 2.30399 -2.74504
C: -2.87775 3.86893 -3.78698
C: -1.21457 1.35499 -3.81914
Si: -1.51984 2.25578 -0.11599
Si: -3.22068 3.72191 0.91082
C: -3.59046 5.19585 -0.26238
C: -2.58945 4.55736 2.52876
C: -4.97642 3.02752 1.28191
Si: 0.27978 3.80237 -0.93827
C: -0.13057 5.33352 -2.03915
C: 1.62140 2.95156 -2.01228
C: 0.79179 4.60465 0.72294
H: -4.72204 1.17036 -2.97571
H: -4.75531 2.36653 -1.69476
H: -3.99126 0.81713 -1.41700
H: -3.37202 3.59361 -4.71507
H: -1.99008 4.42517 -4.06084
H: -3.53324 4.55436 -3.26607
H: -1.68020 0.86639 -4.67264
H: -0.71288 0.59623 -3.22858
H: -0.45907 2.03111 -4.21101
H: -2.70081 5.77151 -0.48156
H: -4.30819 5.87094 0.19290
H: -4.00909 4.86865 -1.20537
H: -2.35023 5.60344 2.36268
H: -1.69061 4.08024 2.90115
H: -3.32998 4.51754 3.32358
H: -5.64639 3.16489 0.43879
H: -5.43355 3.50906 2.14288
H: -4.93453 1.96602 1.49868
H: -0.33785 5.06574 -3.06764
H: 0.71974 6.00973 -2.05996
H: -0.97754 5.89689 -1.67059
H: 1.25882 2.81548 -3.02631
H: 1.88917 1.97560 -1.62691
H: 2.52910 3.54592 -2.07798
H: 0.08682 5.38086 1.00346
H: 1.77577 5.05897 0.67319
H: 0.80812 3.87405 1.52079

***

# 2
Formula: C45H76B2F15HgN4O23P2S
Source: OMol25
Level of theory: wB97M-V/def2-TZVPD

Calculated values
HOMO level: -2.71 eV
DFT total energy: -6492.46453 Ha
total charge: -3
spin multiplicity: 1

Cartesian coordinates (Å):
Hg: -0.18477 -0.33794 0.90237
O: 6.44518 -4.31936 4.84088
C: 5.35220 -4.18953 4.28504
O: 5.26976 -3.85171 3.00490
B: 3.79988 -3.81503 2.66214
O: 3.13334 -4.34850 3.90865
C: 3.96972 -4.42251 4.82623
O: 3.60771 -4.60879 6.01344
O: 3.45480 -4.68756 1.56349
C: 2.52574 -4.12586 0.80509
O: 1.86218 -4.63414 -0.12004
C: 2.49589 -2.59151 1.22139
O: 3.28385 -2.47636 2.28468
O: 1.87994 -1.62748 0.66580
O: 3.28100 -2.14752 7.39278
C: 3.50526 -1.02946 6.82005
O: 2.57367 -0.33373 6.27632
B: 3.14008 0.68559 5.36540
O: 4.62169 0.66660 5.66240
C: 4.89702 -0.36145 6.46518
O: 6.03501 -0.79892 6.70599
O: 2.50296 1.99308 5.52476
C: 1.60603 2.15216 4.48015
O: 0.69715 2.98519 4.28776
C: 1.84815 1.01895 3.49871
O: 2.82832 0.24994 4.00291
O: 1.32046 0.97368 2.41662
P: -0.10208 -2.43612 4.30149
F: -0.23499 -3.57079 5.47675
F: -1.57812 -2.56737 3.71136
F: -0.50702 -1.30539 5.33822
F: 0.18330 -1.25288 3.24974
F: 1.44373 -2.39390 4.77009
F: 0.43447 -3.64058 3.28225
P: 0.54757 5.50071 1.22357
F: 0.56460 3.88064 1.34840
F: -0.91734 5.42101 1.89680
F: 1.01151 5.39390 2.77486
F: 0.59816 7.13915 1.29346
F: 1.99927 5.53924 0.51042
F: -0.11646 5.52941 -0.31850
C: -3.36196 1.15859 4.09286
F: -4.11441 0.08059 3.73228
F: -4.20002 2.11978 4.55835
F: -2.52777 0.78847 5.01874
S: -2.42621 1.98429 2.56022
O: -3.50261 2.20345 1.59840
O: -1.71891 3.21805 3.01118
O: -1.50124 0.94942 2.00474
C: -1.05254 -4.57409 -1.63975
C: -1.17095 -2.93053 -1.69298
C: -2.11227 -2.63205 -2.86240
C: -3.63448 -2.90573 -2.60595
C: -3.93200 -2.08595 -1.31719
C: -3.09625 -2.41465 -0.06390
N: -1.67521 -2.38258 -0.37332
O: -0.84388 -2.68527 0.73341
C: -3.38076 -1.36646 1.02310
C: -3.57207 -3.87576 0.42804
C: 0.18854 -2.35993 -2.13832
H: -0.26369 -4.92233 -2.30649
H: -1.91359 -5.16964 -1.94309
H: -0.79421 -4.99542 -0.66824
H: -2.05688 -1.59856 -3.20435
H: -1.90928 -3.28160 -3.71385
H: -3.90197 -3.93536 -2.36843
H: -4.36604 -2.70698 -3.38916
H: -4.94990 -2.43513 -1.14383
H: -3.99625 -1.00514 -1.44291
H: -4.43758 -1.33578 1.28823
H: -2.94025 -1.55373 2.00237
H: -3.06948 -0.37841 0.68402
H: -3.36250 -4.61970 -0.34054
H: -2.95513 -4.16084 1.28024
H: -4.57735 -4.16619 0.73327
H: 0.33060 -2.43184 -3.21663
H: 1.01042 -2.91730 -1.68889
H: 0.15964 -1.29078 -1.92816
H: -1.08259 -3.59623 0.91993
C: 6.77858 1.31872 -2.53071
C: 6.95818 -0.22084 -2.17155
C: 6.91466 -0.27234 -0.61198
C: 6.74725 -1.68829 -0.00939
C: 5.54425 -2.37016 -0.71451
C: 5.42209 -2.25473 -2.25273
N: 5.65225 -0.78912 -2.61541
O: 5.40367 -0.54096 -3.94055
C: 6.30528 -3.29844 -3.00053
C: 3.97526 -2.67426 -2.67181
C: 8.29726 -0.89348 -2.70350
H: 7.45716 1.86559 -1.87607
H: 5.79653 1.70397 -2.25638
H: 6.99361 1.66570 -3.54139
H: 7.78909 0.14049 -0.10896
H: 6.12853 0.36485 -0.20691
H: 6.48596 -1.67607 1.04877
H: 7.67500 -2.25524 -0.08653
H: 4.60987 -1.93286 -0.36264
H: 5.57360 -3.43630 -0.48958
H: 6.27584 -3.26671 -4.08967
H: 7.33751 -3.20555 -2.66293
H: 6.16496 -4.35193 -2.75854
H: 3.80747 -3.74937 -2.73563
H: 3.24782 -2.26874 -1.96862
H: 3.74920 -2.41061 -3.70500
H: 9.03773 -0.10062 -2.80922
H: 8.18567 -1.34492 -3.68932
H: 8.88070 -1.52218 -2.03087
H: 6.02283 -1.16100 -4.33268
C: -6.92904 3.29200 -2.59665
C: -6.47904 3.65073 -1.10029
C: -7.47042 4.62479 -0.41485
C: -8.74517 3.95941 0.10011
C: -8.38977 2.85235 1.03280
C: -7.40872 1.80099 0.38136
N: -6.25084 2.49994 -0.24128
O: -5.24829 1.59933 -0.67511
C: -6.88941 0.98106 1.53046
C: -8.17205 0.92112 -0.58198
C: -5.14193 4.37053 -1.16053
H: -7.95012 3.64817 -2.73318
H: -7.01227 2.24813 -2.89917
H: -6.36986 3.81245 -3.37418
H: -6.92349 5.24128 0.29852
H: -7.79936 5.30826 -1.19764
H: -9.30811 3.50411 -0.71469
H: -9.42522 4.71360 0.49614
H: -9.30417 2.30810 1.26897
H: -7.89030 3.25472 1.91413
H: -6.33087 0.10856 1.19149
H: -6.12242 1.48143 2.12161
H: -7.70015 0.63181 2.16984
H: -8.63770 1.37953 -1.45441
H: -7.37856 0.27469 -0.95698
H: -8.96882 0.41642 -0.03560
H: -4.41191 3.81965 -1.75358
H: -4.68012 4.58630 -0.19707
H: -5.28578 5.38453 -1.53367
H: -4.52554 1.77997 -0.06963
C: -0.66368 3.23247 -2.52096
C: -0.40061 1.73590 -2.34306
C: -0.05651 1.07937 -3.74651
C: 1.41226 1.38458 -4.13533
C: 2.40289 0.91501 -3.02233
C: 2.12326 1.65296 -1.66051
N: 0.66447 1.35311 -1.40973
O: 0.27578 1.72650 -0.15714
C: 3.06445 0.98196 -0.63772
C: 2.54326 3.20600 -1.79220
C: -1.71209 1.00822 -1.86524
H: -1.67646 3.51900 -2.23765
H: -0.56682 3.53075 -3.56487
H: 0.03072 3.87976 -1.98529
H: -0.17644 0.00109 -3.85162
H: -0.62200 1.62600 -4.50118
H: 1.60352 2.44648 -4.28985
H: 1.48571 0.78573 -5.04312
H: 3.25311 1.15741 -3.65988
H: 2.41424 -0.16349 -2.86479
H: 3.01582 -0.10477 -0.70662
H: 4.06406 1.23044 -0.99429
H: 2.95190 1.10752 0.43915
H: 3.61754 3.32742 -1.65337
H: 2.29506 3.67579 -2.74392
H: 2.12080 3.74103 -0.94169
H: -1.49302 0.11348 -1.28253
H: -2.43190 0.62177 -2.58681
H: -2.21635 1.67493 -1.16571
H: 0.24092 2.68153 -0.24834

***

Which of these has the lowest spin multiplicity? C45H76B2F15HgN4O23P2S

***

Look up the DFT total energy of the second one. -6492.46453 Ha

***

What is the total charge in the first record? 0